Record 1
# C6H10NO

A gas-phase ion, C6H10NO (charge +1) in a non-equilibrium geometry (ωB97M-V/def2-TZVPD, OMol25).

The geometry in XYZ format:
```
18
Properties=species:S:1:pos:R:3:mulliken_charge:R:1
C -3.0894 0.5895 0.1721 -0.574
C -1.7331 0.4227 0.3918 -0.249
C -0.6662 -0.6275 0.2533 0.200
N 0.6964 -0.6671 0.2965 0.074
C 1.3526 -1.9190 0.2070 -1.031
C 1.5795 0.6324 0.2570 0.560
C 1.1637 1.5456 -0.8445 -0.939
O 2.4332 0.6930 1.0462 -0.374
H -3.6753 -0.2527 -0.3743 0.263
H -3.4428 1.6434 0.2684 0.285
H -1.1620 1.2901 0.6023 0.246
H -1.1014 -1.5865 0.4094 0.447
H 2.3466 -1.8763 0.3988 0.433
H 1.0029 -2.5662 1.0653 0.357
H 1.1024 -2.3327 -0.7681 0.349
H 0.6487 2.3186 -0.3201 0.304
H 2.0396 1.7853 -1.4639 0.366
H 0.5044 0.9074 -1.5972 0.281
```

Its total charge is +1. The calculation puts the highest occupied orbital energy at -14.884 eV. As for the orbital gap: 9.061 eV. The value obtained for the energy above the lowest of the compared OMol25 structures with the same formula, charge and spin is 57.34 kcal/mol. As for the structure (SMILES): C=C/C=[N+](/C)C(C)=O.

=====

Record 2
# C6H10NO

A gas-phase ion, C6H10NO (charge +1) in a non-equilibrium geometry (ωB97M-V/def2-TZVPD, OMol25).

The geometry in XYZ format:
```
18
Properties=species:S:1:pos:R:3:mulliken_charge:R:1
C 0.1772 1.3610 0.6081 0.414
C -0.3217 1.2287 1.9599 -0.616
C -1.1908 -0.8102 1.4482 0.624
C -1.3192 -2.2524 1.4333 -0.885
C 1.5319 0.8817 -2.1692 -1.018
C 0.3483 0.1779 -1.6117 -0.319
N 0.0689 0.4475 -0.2213 -0.229
O -0.8716 0.0764 2.1748 -0.236
H 0.4935 2.4644 0.3716 0.278
H -0.2118 1.9755 2.6974 0.481
H -0.2748 -2.7294 1.4068 0.287
H -1.9442 -2.7503 2.2322 0.380
H -1.7605 -2.6566 0.4473 0.325
H 2.5034 0.4791 -1.5918 0.290
H 1.4455 1.9631 -2.1330 0.355
H 1.5014 0.7017 -3.2916 0.329
H 0.4995 -0.9785 -1.6730 0.225
H -0.6749 0.4205 -2.0878 0.314
```

Its total charge is +1. The calculation puts the highest occupied orbital energy (spin up / spin down) at -13.108 / -13.009 eV. As for the orbital gap (spin up / spin down): 7.953 / 7.403 eV. The value obtained for the energy above the lowest of the compared OMol25 structures with the same formula, charge and spin is 132.79 kcal/mol.

=====

Record 3
# C6H10NO2

A gas-phase ion, C6H10NO2 (charge +1) in a non-equilibrium geometry (ωB97M-V/def2-TZVPD, OMol25).

The geometry in XYZ format:
```
19
Properties=species:S:1:pos:R:3:mulliken_charge:R:1
C 2.6562 -1.4733 -0.0253 -0.074
N 1.7735 -0.6105 -0.0161 0.202
C 0.3789 -0.7954 -0.2572 -0.699
C -0.2180 0.5754 -0.0255 0.974
C -0.7464 0.7752 1.4200 -1.321
C -1.0841 1.1133 -1.1228 -1.365
O 0.9720 1.4703 -0.1644 -0.301
C 2.0874 0.8735 -0.0049 0.484
O 3.2108 1.2924 0.0405 -0.473
H 2.5163 -2.5629 0.0711 0.307
H 3.7414 -1.0826 -0.0278 0.273
H -0.0823 -1.7341 0.2119 0.419
H 0.2538 -1.0631 -1.3505 0.396
H -1.0048 1.8196 1.6292 0.386
H -0.0011 0.5135 2.1161 0.361
H -1.6690 0.0430 1.4740 0.336
H -1.4018 2.1237 -0.8908 0.383
H -1.9037 0.3856 -1.4650 0.332
H -0.3381 1.3947 -1.9412 0.379
```

Its total charge is +1. The calculation puts the highest occupied orbital energy at -15.927 eV. As for the orbital gap: 10.366 eV. The value obtained for the energy above the lowest of the compared OMol25 structures with the same formula, charge and spin is 0.00 kcal/mol. As for the structure (SMILES): C=[N+]1CC(C)(C)OC1=O.

=====

Record 4
# C6H10NOP

A single C6H10NOP molecule in a non-equilibrium geometry (ωB97M-V/def2-TZVPD, OMol25).

The geometry in XYZ format:
```
19
Properties=species:S:1:pos:R:3:mulliken_charge:R:1
C 0.3051 -1.3152 0.0765 0.880
C -0.8066 -1.8415 -0.3973 -0.452
C -1.8754 0.1661 -0.1030 -0.859
C -0.6341 0.8066 -0.5833 0.310
C 1.4941 -2.0775 0.6335 -1.524
C -0.5359 2.2580 -0.3226 -1.169
N 0.5406 0.0891 -0.0666 0.236
O -1.9349 -1.1828 -0.4933 -0.239
P 2.0184 0.7494 -0.2857 -0.237
H -1.9136 0.0962 0.9689 0.398
H -2.7033 0.7514 -0.4246 0.411
H -0.4975 0.4911 -1.7135 0.285
H 2.3241 -1.9572 -0.1856 0.337
H 1.2431 -3.1554 0.9392 0.297
H 1.8212 -1.5740 1.6545 0.319
H -1.0984 2.3678 0.7564 0.273
H -1.0108 2.7834 -1.0947 0.342
H 0.5551 2.5608 -0.0776 0.366
H 2.7089 -0.0164 0.7188 0.026
```

Its total charge is 0. The calculation puts the highest occupied orbital energy (spin up / spin down) at -8.098 / -7.250 eV. As for the orbital gap (spin up / spin down): 7.498 / 6.684 eV. The value obtained for the energy above the lowest of the compared OMol25 structures with the same formula, charge and spin is 114.47 kcal/mol.

=====

Record 5
# C6H10NOS

2 unconnected molecules or ions with the total composition C6H10NOS (ωB97M-V/def2-TZVPD, OMol25).

The geometry in XYZ format:
```
19
Properties=species:S:1:pos:R:3:mulliken_charge:R:1
C 0.1816 2.4560 0.6758 -0.340
C -0.6609 1.4028 0.5036 0.390
C 1.0252 0.8437 -0.8836 0.088
C -1.9914 1.2136 1.1315 -1.321
C -0.8286 -0.7243 -0.7506 -0.991
C 3.7073 -1.2699 0.2423 -0.103
N -0.1512 0.4948 -0.3928 0.147
O 2.7944 -0.5062 0.3796 -0.371
S 1.6001 2.3007 -0.2778 -0.001
H 0.0281 3.3044 1.3122 0.450
H -2.0932 1.8649 1.9950 0.379
H -2.7789 1.4669 0.4187 0.326
H -2.1400 0.1838 1.4475 0.353
H -0.9358 -1.3626 0.1277 0.388
H -1.8192 -0.5055 -1.1482 0.376
H -0.2519 -1.2588 -1.5015 0.318
H 4.7467 -0.9997 0.4647 0.262
H 3.5571 -2.3019 -0.1086 0.229
H 1.5423 0.2644 -1.6227 0.422
```

Its total charge is +1. The calculation puts the highest occupied orbital energy at -13.772 eV. As for the orbital gap: 10.127 eV. The value obtained for the energy above the lowest of the compared OMol25 structures with the same formula, charge and spin is 0.00 kcal/mol.

=====

Record 6
# C6H10O

2 unconnected molecules or ions with the total composition C6H10O in a non-equilibrium geometry (ωB97M-V/def2-TZVPD, OMol25).

The geometry in XYZ format:
```
17
Properties=species:S:1:pos:R:3:mulliken_charge:R:1
C -0.0726 -0.8468 0.8555 -0.614
C -0.8707 -1.3752 1.8791 -0.928
C 0.4633 -1.1426 -1.5170 -1.147
C -0.4770 -0.8649 -0.5563 0.387
C -1.5734 0.0968 -0.9441 -0.085
C -2.2201 -0.0246 -2.1370 -0.891
H 0.9962 -0.7749 0.9935 0.322
H -0.2664 -1.8721 2.6528 0.251
H -1.8706 -1.0783 2.2146 0.259
H 0.3531 -1.1749 -2.6041 0.262
H 1.3914 -1.6883 -1.2565 0.259
H -1.9823 0.8517 -0.2510 0.316
H -2.7561 0.8522 -2.4707 0.286
H -1.9350 -0.9290 -2.6563 0.325
H 3.6615 4.0716 2.0847 0.307
H 3.4321 2.7561 1.4417 0.333
O 3.7266 3.1431 2.2711 -0.641
```

Its total charge is -1. The calculation puts the highest occupied orbital energy (spin up / spin down) at -0.019 / -2.874 eV. The expectation value of S² is 0.7777. As for the spin multiplicity: 2. As for the orbital gap (spin up / spin down): 3.149 / 5.997 eV. The value obtained for the energy above the lowest of the compared OMol25 structures with the same formula, charge and spin is 50.57 kcal/mol.

=====

Record 7
# C6H10O

A molecular structure, C6H10O in a non-equilibrium geometry (ωB97M-V/def2-TZVPD, OMol25).

The geometry in XYZ format:
```
17
Properties=species:S:1:pos:R:3:mulliken_charge:R:1
C -0.3580 -2.3619 0.3046 -1.244
C -0.1477 -0.8892 0.5258 0.250
O 1.1370 -0.3776 0.5188 -0.397
C 0.5065 0.9014 0.7089 0.203
C 0.9576 1.8133 -0.4713 -0.692
C -0.0968 1.0569 -1.3213 -0.694
C -0.7148 0.3533 -0.0714 -0.116
H -0.0545 -2.7490 -0.6801 0.317
H 0.1997 -2.9098 1.0662 0.313
H -1.4206 -2.5713 0.4320 0.320
H -0.5385 -0.3379 1.9451 0.013
H 0.0931 0.7992 1.8694 0.201
H 1.9962 1.7255 -0.8200 0.282
H 0.7229 2.8679 -0.3225 0.275
H -0.8397 1.7137 -1.7760 0.284
H 0.3085 0.3877 -2.0789 0.280
H -1.7508 0.5779 0.1707 0.403
```

Its total charge is 0. The calculation puts the highest occupied orbital energy at -9.272 eV. As for the orbital gap: 10.350 eV. The value obtained for the energy above the lowest of the compared OMol25 structures with the same formula, charge and spin is 103.85 kcal/mol.

=====

Record 8
# C6H10O

A molecular structure, C6H10O (ωB97M-V/def2-TZVPD, OMol25).

The geometry in XYZ format:
```
17
Properties=species:S:1:pos:R:3:mulliken_charge:R:1
C 1.2410 -0.8030 1.0420 -1.241
C -0.1326 -1.1615 0.4912 0.499
C -1.2432 -0.1554 0.8240 -1.007
C -0.2619 1.8589 -0.1516 -0.751
C -0.0654 1.2205 -1.2937 -0.037
C -0.6317 -0.1234 -1.5205 -0.402
O -0.1019 -1.2527 -0.9475 -0.440
H 1.2211 -0.8407 2.1361 0.362
H 1.5641 0.1940 0.7302 0.274
H 1.9786 -1.5283 0.6866 0.341
H -0.3876 -2.1748 0.8273 0.314
H -1.0131 0.4801 1.6754 0.308
H -2.2227 -0.6315 1.0006 0.333
H 0.3381 2.6948 0.2148 0.287
H 0.4042 1.6943 -2.1604 0.362
H -1.4721 0.1585 -0.4277 0.424
H -0.8870 -0.3677 -2.5548 0.375
```

Its total charge is 0. The calculation puts the highest occupied orbital energy (spin up / spin down) at -8.190 / -7.679 eV. As for the orbital gap (spin up / spin down): 8.007 / 7.656 eV. The value obtained for the energy above the lowest of the compared OMol25 structures with the same formula, charge and spin is 138.23 kcal/mol.